C5H6O | the ωB97M-V functional and the def2-TZVPD basis

## Properties
E ... -7327.9472 eV
ΔE to the lowest compared entry with this formula, charge and spin ... 30.84 kcal per mole
Highest occupied orbital energy ... -8.510 eV
LUMO ... 1.071 eV
SMILES string ... Cc1ccco1
Orbital gap ... 9.58 eV

Structure (XYZ):
```
12
Properties=species:S:1:pos:R:3:forces:R:3
C -1.834 -0.214 0.109 -1.5620 -1.9008 -3.9095
C -0.422 -0.173 -0.290 0.9311 2.7223 2.5990
C 0.318 0.987 -0.077 -0.3604 0.2321 -1.8686
C 1.657 0.554 0.043 3.7886 0.0533 0.1661
C 1.691 -0.800 0.012 -4.2767 1.9364 -0.1206
H -2.489 -0.772 -0.677 1.0021 0.2083 1.7367
H -2.224 0.745 -0.013 -0.4463 1.8687 0.0560
H -1.988 -0.499 1.106 -0.2152 -0.8563 1.2436
H -0.088 1.992 -0.284 0.4885 -0.6499 0.6052
H 2.707 0.994 0.130 -2.0654 0.3295 -0.1234
H 2.300 -1.611 0.048 2.1882 -1.6500 0.1712
O 0.373 -1.204 -0.107 0.5274 -2.2936 -0.5556
```
Forces are in eV/Å.

C5H13N2S | the ωB97M-V functional and the def2-TZVPD basis

## Properties
E ... -19207.0789 eV
ΔE to the lowest compared entry with this formula, charge and spin ... 119.91 kcal per mole
Highest occupied orbital energy ... -2.629 eV
Net charge ... -1
LUMO ... 3.730 eV
Orbital gap ... 6.36 eV

Structure (XYZ):
```
21
Properties=species:S:1:pos:R:3:forces:R:3
C -2.074 0.708 -0.202 0.1595 1.8060 0.1688
C -2.744 -0.534 -0.758 -0.3439 0.1540 -2.2301
S -2.886 -1.774 0.462 0.3448 -1.7177 1.3406
C -0.660 0.543 0.426 -1.1143 -1.0594 3.5053
N 0.829 1.506 0.167 -1.2558 0.3137 -1.1282
C 1.915 0.784 0.889 -2.3015 -4.3441 -3.3705
C 2.589 -0.265 -0.123 1.3684 -1.4687 2.4624
N 1.772 -1.338 -0.751 -0.1105 -0.0871 1.7490
H -2.728 1.010 0.655 0.5338 0.0371 -0.7111
H -1.995 1.573 -0.902 -0.4126 -0.4208 0.0968
H -3.842 -0.346 -0.977 1.4599 0.5741 -0.4660
H -2.212 -0.881 -1.734 -0.8082 0.5039 1.3315
H -0.359 -0.513 0.472 -0.3037 0.2826 0.1666
H -0.722 0.954 1.428 -0.1535 -0.6515 0.0517
H 0.098 0.855 -0.521 3.3775 1.4352 -0.5469
H 1.498 -0.032 1.526 -0.0156 1.1772 0.7894
H 2.683 1.351 1.373 -0.0944 0.8829 0.1467
H 3.213 0.189 -0.861 0.1956 0.5327 -0.6711
H 3.313 -0.876 0.574 -0.8795 1.0683 -1.2749
H 1.384 -1.934 0.020 0.5787 0.5529 -0.8824
H 0.929 -0.981 -1.162 -0.2248 0.4286 -0.5276
```
Forces are in eV/Å.

C7H10N2 | the ωB97M-V functional and the def2-TZVPD basis

## Properties
E ... -10399.8481 eV
ΔE to the lowest compared entry with this formula, charge and spin ... 40.66 kcal per mole
Highest occupied orbital energy ... -7.310 eV
LUMO ... 0.831 eV
SMILES string ... Cc1ccc(N)c(N)c1
Orbital gap ... 8.14 eV

Structure (XYZ):
```
19
Properties=species:S:1:pos:R:3:forces:R:3
C 2.909 0.394 -0.107 0.5703 0.0333 -1.1691
C 1.386 -0.011 -0.178 2.1486 1.5397 0.7203
C 1.090 -1.356 0.016 0.2649 1.6630 -0.0655
C -0.211 -1.681 0.050 -4.5198 -0.5509 -0.3966
C -1.216 -0.676 -0.050 -0.7326 -0.1968 -1.3565
C -0.948 0.696 -0.131 2.6126 -0.1088 1.4578
C 0.414 1.055 -0.157 0.4634 -2.2045 0.2468
H 3.243 1.038 -0.976 -0.6092 -0.9645 0.3902
H 3.016 1.136 0.679 0.2731 -0.3331 0.6558
H 3.733 -0.449 -0.038 -2.0926 1.4870 0.1356
H 1.798 -2.091 0.293 1.0199 -0.4454 -0.3114
H -0.613 -2.731 0.056 0.6925 1.0118 0.2340
H -2.961 -1.801 0.131 0.5578 1.3656 -0.8244
H -3.229 -0.181 -0.251 -0.0639 0.2920 -0.0553
H -1.770 2.686 0.166 -0.4065 -3.9818 -0.5147
H -2.822 1.260 0.771 3.3408 1.2867 -2.6909
H 0.757 2.063 0.064 -0.1044 -0.0115 -0.5320
N -2.582 -0.934 -0.334 -0.1427 -3.2795 1.3748
N -1.995 1.583 -0.004 -3.2723 3.3976 2.7011
```
Forces are in eV/Å.

C9H15N2 | the ωB97M-V functional and the def2-TZVPD basis

## Properties
E ... -12544.7764 eV
ΔE to the lowest compared entry with this formula, charge and spin ... 117.84 kcal per mole
Highest occupied orbital energy (spin up / spin down) ... -12.637 / -12.655 eV
Net charge ... +1
LUMO (spin up / spin down) ... -5.609 / -5.609 eV
Orbital gap (spin up / spin down) ... 7.03 / 7.05 eV

Structure (XYZ):
```
26
Properties=species:S:1:pos:R:3:forces:R:3
C -1.873 -0.311 -1.742 -0.1086 -0.9315 -0.5048
C -0.586 -0.637 -1.468 0.2215 -1.4164 0.2484
C -2.192 1.105 -1.535 0.2149 1.1997 -1.2848
C -3.208 1.748 -2.208 4.6270 0.4137 3.3604
C 1.143 0.373 0.075 0.0510 -3.2092 -1.5043
C 1.574 1.686 0.621 0.7701 -2.0065 -2.8420
C 0.194 -1.825 2.075 -1.1943 -1.2447 -2.1080
C 1.897 -0.963 0.338 0.7635 1.4478 1.9529
C 1.663 -1.492 1.789 -2.0778 -0.9790 -2.3404
N -1.247 1.717 -0.699 0.8887 -3.1734 0.9064
N 0.211 0.280 -0.807 -2.7336 3.7236 0.9084
H -2.638 -1.003 -2.239 1.4869 1.0967 0.8509
H -0.041 -1.586 -1.654 -0.8873 0.5721 -0.2898
H -3.310 2.784 -2.086 -0.1987 1.3155 -0.0716
H -3.904 1.227 -2.675 -3.0732 -2.3416 -2.0339
H 1.692 2.253 -0.295 0.1638 0.9124 0.4308
H 0.862 1.972 1.272 -2.8872 1.7048 1.8746
H 2.431 1.591 1.207 1.7766 -0.1338 0.4724
H -0.164 -2.771 1.525 0.4788 1.5661 0.0399
H 0.021 -2.187 3.040 0.2197 -0.1230 1.9521
H -0.569 -1.004 1.938 1.0470 -0.6679 -0.1974
H 2.992 -0.664 0.351 -1.1531 -0.7406 -0.7434
H 1.593 -1.816 -0.238 0.2358 0.1968 -1.1929
H 2.319 -2.348 1.882 0.0958 -0.0153 0.4721
H 1.881 -0.702 2.377 1.4110 2.2077 2.6001
H -0.742 2.571 -0.846 -0.1382 0.6259 -0.9560
```
Forces are in eV/Å.

C5H11NO | the ωB97M-V functional and the def2-TZVPD basis

## Properties
E ... -8895.5396 eV
ΔE to the lowest compared entry with this formula, charge and spin ... 142.00 kcal per mole
Highest occupied orbital energy ... -8.648 eV
LUMO ... -1.228 eV
Orbital gap ... 7.42 eV

Structure (XYZ):
```
18
Properties=species:S:1:pos:R:3:forces:R:3
O -1.213 -2.037 -0.991 -1.4312 0.2399 0.8188
C -0.159 -1.532 -1.176 1.5120 -2.3277 -0.9818
N 1.025 -0.657 -0.353 -1.1807 -0.5253 -0.7625
C -0.012 0.057 -0.721 1.2213 3.0340 2.2903
C -1.084 0.548 0.274 -0.9820 -1.1034 -0.4327
C -1.256 -0.324 1.515 0.4598 -0.0669 -0.1412
C -2.423 0.799 -0.424 0.2765 -0.0983 0.3192
H 0.470 -1.943 -1.953 0.5776 0.0743 -0.3042
H 8.759 0.721 0.831 0.0040 -0.0114 0.0174
H 0.117 0.774 -1.547 -0.3503 0.0536 -0.4899
H 8.616 1.123 0.225 -0.0040 0.0115 -0.0173
H -0.693 1.500 0.607 0.3856 0.4556 -0.0886
H -1.866 0.202 2.244 -0.1858 0.0020 0.0477
H -1.708 -1.283 1.266 -0.0929 0.1100 0.0867
H -0.288 -0.524 1.977 -0.0014 -0.0359 -0.0027
H -2.316 1.491 -1.243 0.0284 0.3066 -0.3977
H -3.141 1.215 0.274 -0.1189 0.1007 0.1244
H -2.828 -0.130 -0.804 -0.1180 -0.2193 -0.0858
```
Forces are in eV/Å.

C9H11BrClFeN3O6 | the ωB97M-V functional and the def2-TZVPD basis

## Properties
E ... -143209.0413 eV
ΔE to the lowest compared entry with this formula, charge and spin ... 8.65 kcal per mole
Highest occupied orbital energy (spin up / spin down) ... -8.137 / -8.078 eV
LUMO (spin up / spin down) ... -0.406 / -0.672 eV
Multiplicity ... 5
Orbital gap (spin up / spin down) ... 7.73 / 7.41 eV

Structure (XYZ):
```
32
Properties=species:S:1:pos:R:3:forces:R:3
Fe 0.221 -0.260 -0.042 -0.4696 -0.2932 0.7566
C -2.508 0.515 3.437 -0.0427 0.0036 0.0250
C -1.732 0.501 2.163 0.0062 0.1397 0.0373
N -1.538 -0.546 1.453 0.0888 0.1121 -0.0775
O -2.064 -1.708 1.986 -0.0080 -0.0413 -0.0679
C -1.095 1.735 1.658 0.0011 -0.2402 -0.0489
C -1.456 3.114 2.084 -0.0154 0.0283 0.0385
N -0.191 1.487 0.770 0.1644 0.6225 -0.3884
O 0.464 2.384 0.105 -0.0413 -0.0897 0.1339
H -2.460 -0.455 3.924 0.0074 0.0030 -0.0105
H -3.558 0.739 3.236 -0.0034 -0.0191 -0.0085
H -2.126 1.287 4.103 0.0040 0.0003 -0.0040
H -1.580 -2.392 1.498 0.0129 -0.0370 -0.0004
H -2.507 3.184 2.361 -0.0006 -0.0023 -0.0069
H -1.246 3.798 1.263 -0.0006 0.0044 -0.0101
H -0.859 3.440 2.940 0.0073 -0.0025 -0.0024
O 2.248 -2.115 -0.169 0.0542 -0.1302 0.0971
Cl 1.383 -2.460 0.935 0.0415 0.1251 -0.2884
O 1.800 -3.608 1.635 0.0193 -0.0728 0.0923
O 0.032 -2.643 0.357 0.1002 0.0166 -0.1591
O 1.285 -1.283 1.795 -0.0051 -0.0225 -0.1815
Br 1.392 -3.138 -4.865 0.0048 0.0016 -0.0069
C 1.454 -1.513 -3.922 -0.0116 0.0463 0.0197
C 2.238 -0.458 -4.363 -0.0161 -0.0615 -0.0206
C 2.243 0.713 -3.628 -0.0045 0.0868 0.0078
C 1.479 0.796 -2.479 -0.1704 0.0718 0.0549
N 0.728 -0.233 -2.059 0.2870 -0.2467 0.0550
C 0.721 -1.374 -2.760 -0.0854 0.0371 -0.0187
H 2.832 -0.561 -5.260 -0.0049 0.0104 -0.0088
H 2.839 1.561 -3.932 0.0100 -0.0112 -0.0178
H 1.436 1.682 -1.854 0.0365 -0.0263 -0.0188
H 0.124 -2.188 -2.372 0.0340 -0.0130 0.0280
```
Forces are in eV/Å.

> ΔE to the lowest compared entry with this formula, charge and spin of number 4 (C9H15N2)?

117.84 kcal per mole